51
Properties=species:S:1:pos:R:3:forces:R:3 method="wB97M-V/def2-TZVPD" molar_mass_g_mol=386.4 gap_ev=9.6 largest_force_ha_per_bohr=0.00771 smiles="CC[C@@H](F)[C@](OC=O)([C@@H](C)F)P(O)O.c1ccccc1.c1ccccc1" homo_energy_ha=-0.3344 total_energy_ha=-1581.05381
C 4.041 -2.336 0.393 -0.10 0.08 -0.01
C 2.896 -2.914 -0.435 0.06 -0.08 0.02
C 2.026 -1.831 -1.067 -0.02 -0.09 0.18
F 2.039 -1.939 -2.465 0.03 0.04 -0.04
C 0.556 -1.778 -0.611 0.12 -0.12 -0.05
O 0.713 -1.250 0.726 -0.31 0.25 -0.03
C -0.322 -1.305 1.618 -0.07 -0.07 0.29
O -0.401 -2.148 2.457 0.13 -0.07 -0.06
C -0.105 -3.175 -0.524 0.04 0.12 -0.03
C -1.621 -3.224 -0.567 0.03 -0.10 0.03
F 0.388 -3.928 -1.590 -0.06 0.00 -0.02
P -0.358 -0.676 -1.871 -0.01 0.09 0.14
O 0.684 0.610 -1.915 0.00 -0.33 -0.20
O -1.481 0.020 -0.896 0.00 -0.06 -0.02
H 4.686 -1.701 -0.219 0.01 -0.05 0.03
H 4.648 -3.131 0.828 0.01 0.03 -0.03
H 3.649 -1.727 1.211 0.03 -0.03 -0.03
H 2.296 -3.571 0.195 0.03 0.03 -0.03
H 3.282 -3.533 -1.248 -0.04 0.04 0.02
H 2.436 -0.847 -0.832 -0.01 0.01 -0.05
H -1.037 -0.480 1.554 0.00 0.09 -0.16
H 0.239 -3.640 0.404 0.04 -0.06 -0.12
H -2.060 -2.552 -1.306 0.02 -0.04 0.03
H -2.034 -3.008 0.419 -0.03 0.08 -0.07
H -1.910 -4.243 -0.831 0.01 0.04 0.06
H 1.129 0.605 -2.774 0.01 0.17 0.13
H -1.160 0.850 -0.522 0.05 0.01 0.09
C 3.166 5.926 -3.171 0.00 0.00 0.00
C 1.796 6.138 -3.240 0.01 0.00 0.00
C 0.919 5.155 -2.805 0.00 -0.01 -0.02
C 1.411 3.959 -2.300 0.00 0.04 0.01
C 2.782 3.749 -2.229 0.00 -0.02 0.01
C 3.659 4.731 -2.666 0.00 0.00 0.00
H 3.850 6.694 -3.510 0.00 0.00 0.00
H 1.412 7.071 -3.633 0.00 0.00 0.00
H -0.150 5.319 -2.862 0.00 0.00 0.01
H 0.732 3.190 -1.957 -0.02 -0.02 0.00
H 3.165 2.818 -1.828 0.00 0.00 0.00
H 4.728 4.567 -2.611 0.00 0.00 0.00
C -4.773 0.734 3.475 0.00 0.00 0.01
C -4.437 0.047 2.317 0.00 0.01 -0.03
C -3.889 -1.227 2.399 0.02 0.04 0.00
C -3.677 -1.813 3.639 0.03 -0.02 -0.01
C -4.013 -1.125 4.797 -0.01 0.01 -0.01
C -4.561 0.148 4.715 0.01 0.01 0.00
H -5.202 1.726 3.411 0.00 0.00 0.00
H -4.604 0.501 1.348 0.00 0.00 0.00
H -3.623 -1.757 1.493 -0.04 0.00 0.01
H -3.240 -2.800 3.703 0.01 0.01 0.00
H -3.845 -1.581 5.764 0.00 0.00 0.00
H -4.823 0.684 5.618 0.00 0.00 0.00

***

66
Properties=species:S:1:pos:R:3:forces:R:3 method="wB97M-V/def2-TZVPD" molar_mass_g_mol=739.7 gap_ev=7.8 total_charge=+1 largest_force_ha_per_bohr=0.06399 homo_energy_ha=-0.4123 total_energy_ha=-3507.58067 relative_energy_kcal_mol=17.6
Zr -2.584 0.950 1.965 -0.42 -1.47 0.34
C -6.609 -1.273 2.297 0.59 -0.26 -0.10
C -5.131 -1.699 2.429 -0.19 0.18 0.98
O -4.952 -3.021 3.008 -1.15 1.17 -0.09
P -4.316 -0.480 3.574 -0.18 -0.91 -0.86
O -2.852 -0.763 3.386 2.40 0.28 -0.48
O -4.763 -0.734 5.043 -2.25 -0.09 -1.58
O -4.428 0.963 3.058 -0.17 0.54 -0.24
P -4.165 -1.687 0.822 -0.60 1.84 1.38
O -5.260 -2.044 -0.238 -0.58 -0.35 -1.08
O -3.061 -2.626 0.922 1.15 -1.21 0.01
O -3.794 -0.181 0.626 0.42 -0.15 0.11
H -7.132 -1.268 3.250 0.10 -0.09 0.12
H -7.103 -1.932 1.621 -0.49 -0.67 -0.37
H -6.696 -0.286 1.842 0.27 0.13 0.15
H -4.136 -3.396 2.672 0.46 0.06 -0.28
H -0.624 -2.760 2.052 0.51 0.38 0.28
H -4.134 -0.664 5.719 1.63 0.24 1.58
H -5.222 -2.941 -0.617 0.16 0.46 0.29
F -0.472 0.883 -3.831 0.15 -0.33 0.04
C 0.135 1.157 -2.667 -0.01 0.74 0.65
C -0.553 1.733 -1.648 -1.07 0.48 -0.60
C 0.097 2.120 -0.450 -1.68 0.14 -1.04
C -0.704 2.609 0.628 -0.51 -0.42 1.54
O -2.017 2.501 0.625 0.64 -0.50 -0.32
C -0.058 2.936 1.834 -1.20 -0.48 -0.74
C 1.299 2.804 1.848 0.76 0.03 0.66
N 2.080 2.398 0.851 -1.39 -1.01 -0.41
C 3.499 2.292 1.112 1.07 2.91 -1.11
C 4.142 1.518 2.201 -0.25 -0.52 0.53
C 4.271 1.093 0.773 0.09 -0.66 0.12
C 1.448 1.946 -0.326 3.01 0.41 -0.53
C 2.198 1.341 -1.406 -2.22 0.98 0.96
C 1.507 0.906 -2.517 0.52 -0.57 1.02
N 2.185 -0.050 -3.287 -0.41 -0.71 -1.46
C 3.038 0.358 -4.373 1.37 0.00 -0.30
C 3.852 -0.891 -4.788 -1.15 -0.80 -0.80
N 3.871 -1.863 -3.632 0.36 0.52 0.26
C 2.489 -2.379 -3.332 -1.13 0.25 0.25
C 1.460 -1.299 -3.701 1.06 0.88 2.22
C -0.816 3.100 3.169 1.32 0.28 0.12
O -0.343 3.913 3.934 -1.03 -0.78 -0.16
O -1.793 2.219 3.391 0.75 0.71 -0.68
H -1.621 1.987 -1.819 0.83 -0.35 0.42
H 1.837 2.939 2.760 0.15 0.34 0.58
H 3.969 3.301 0.902 -0.38 -1.37 0.15
H 3.474 0.846 2.692 -0.32 -0.28 0.61
H 4.949 1.895 2.830 -0.25 0.21 -0.54
H 3.663 0.233 0.571 -0.11 -0.41 -0.06
H 5.182 1.131 0.222 0.55 0.35 -0.23
H 3.235 1.132 -1.312 0.42 -0.16 0.04
H 3.761 1.163 -4.101 -0.81 -0.41 0.10
H 2.513 0.641 -5.286 -0.25 0.45 -0.02
H 4.870 -0.663 -5.100 -0.10 -0.12 -0.01
H 3.281 -1.445 -5.603 1.07 0.66 0.88
H 4.244 -1.385 -2.777 -0.41 -0.57 -0.90
H 4.466 -2.651 -3.875 0.23 0.00 0.21
H 2.445 -2.577 -2.250 -0.04 0.04 -0.42
H 2.268 -3.275 -3.891 0.45 -0.47 -0.20
H 0.556 -1.442 -3.120 0.07 0.00 0.44
H 1.114 -1.269 -4.697 0.06 -0.04 -1.49
O 0.183 -2.246 2.316 -0.99 -0.14 0.13
S 0.405 -1.128 1.235 0.12 -0.19 -0.70
O 1.622 -0.466 1.580 0.62 0.23 0.54
O -0.728 -0.162 1.342 -1.34 0.41 0.40
S 0.460 -2.062 -0.455 -0.28 0.18 -0.29

***

55
Properties=species:S:1:pos:R:3:forces:R:3 method="wB97M-V/def2-TZVPD" molar_mass_g_mol=529.5 gap_ev="6.2 / 6.2" total_charge=-2 largest_force_ha_per_bohr=0.02111 homo_energy_ha="-0.0532 / -0.0538" total_energy_ha=-4006.05625 relative_energy_kcal_mol=1.2 spin_multiplicity=6
Fe -0.307 -0.460 -0.503 -0.37 0.34 0.96
C 2.538 -1.414 -0.636 0.13 -0.11 0.14
N 1.790 -0.809 0.495 0.09 -0.07 -0.57
C 2.461 0.450 0.892 -0.07 -0.09 -0.02
C 1.522 1.504 1.439 -0.07 0.00 0.03
N 0.538 1.918 0.445 0.11 0.10 0.01
C 1.139 2.695 -0.643 -0.13 -0.02 0.06
C -0.559 2.656 1.020 0.03 0.01 0.06
C -0.304 3.736 1.860 -0.02 -0.03 0.00
C -1.328 4.509 2.386 -0.02 -0.01 -0.01
C -2.640 4.189 2.052 0.01 -0.04 -0.04
C -2.902 3.120 1.213 0.04 0.02 0.02
C -1.878 2.323 0.672 -0.06 -0.07 -0.03
S -2.304 1.006 -0.390 -0.15 0.11 -0.23
C 1.653 -1.719 1.620 0.06 0.08 -0.05
C 2.697 -2.578 1.945 0.02 0.02 0.03
C 2.604 -3.445 3.021 -0.08 0.00 0.02
C 1.438 -3.448 3.779 -0.01 0.06 -0.03
C 0.398 -2.594 3.456 0.01 0.03 -0.03
C 0.471 -1.703 2.371 -0.11 0.01 0.18
S -0.867 -0.648 1.977 0.16 -0.27 -0.05
H 3.619 -1.423 -0.441 -0.01 0.00 0.03
H 2.340 -0.836 -1.535 -0.01 0.04 0.04
H 2.196 -2.434 -0.798 -0.05 -0.04 0.00
H 2.993 0.831 0.019 -0.06 0.00 -0.04
H 3.209 0.231 1.663 0.09 -0.04 -0.04
H 2.131 2.353 1.793 0.06 0.01 -0.05
H 0.978 1.089 2.286 -0.01 0.07 0.03
H 1.758 3.517 -0.244 -0.03 0.02 -0.03
H 0.339 3.114 -1.251 -0.01 -0.02 -0.01
H 1.726 2.056 -1.296 0.07 -0.07 0.03
H 0.723 3.980 2.107 0.01 -0.02 -0.01
H -1.105 5.347 3.036 -0.01 -0.01 0.02
H -3.462 4.770 2.456 -0.01 0.01 -0.02
H -3.923 2.867 0.953 0.01 -0.01 0.03
H 3.594 -2.583 1.339 -0.04 -0.01 -0.01
H 3.415 -4.129 3.240 0.00 0.01 0.02
H 1.334 -4.131 4.615 -0.01 -0.01 0.00
H -0.522 -2.608 4.028 0.02 -0.02 0.01
O 1.061 -4.425 -1.113 0.18 -0.09 0.09
S 0.123 -3.843 -2.063 -0.27 0.25 0.10
O 0.774 -3.005 -3.062 0.03 -0.01 -0.10
O -0.831 -4.792 -2.612 0.00 -0.11 -0.09
S -1.111 -2.573 -0.869 0.06 -0.14 0.02
C 1.190 -0.128 -4.247 0.17 0.04 0.05
C 0.096 0.476 -3.366 0.16 0.04 0.01
C -1.271 -0.071 -3.754 -0.04 -0.18 0.16
O 0.415 0.258 -2.021 0.26 0.05 -0.54
H 0.882 -0.146 -5.297 0.04 0.03 0.01
H 1.385 -1.148 -3.912 -0.09 0.02 -0.11
H 2.116 0.453 -4.167 -0.03 0.00 0.02
H 0.087 1.568 -3.538 -0.06 0.06 0.01
H -1.302 -1.144 -3.550 0.01 0.03 -0.06
H -1.462 0.099 -4.818 0.01 0.02 0.00
H -2.055 0.412 -3.170 0.00 0.01 0.01

***

50
Properties=species:S:1:pos:R:3:forces:R:3 method="wB97M-V/def2-TZVPD" molar_mass_g_mol=408.3 gap_ev="7.7 / 7.8" total_charge=+1 largest_force_ha_per_bohr=0.01586 homo_energy_ha="-0.4143 / -0.4134" total_energy_ha=-2512.55146 relative_energy_kcal_mol=3.0 spin_multiplicity=2
Ti 0.693 0.640 -0.930 0.57 -0.47 -0.35
O 0.061 -0.900 -1.925 -0.09 0.29 0.01
N 0.875 -1.806 -2.490 0.14 -0.07 -0.03
C 0.315 -2.677 -3.360 -0.01 0.01 0.06
C 1.092 -3.607 -3.987 0.00 0.00 0.01
C 2.464 -3.633 -3.713 0.00 0.01 0.01
C 3.005 -2.736 -2.826 -0.03 -0.03 -0.03
C 2.195 -1.785 -2.191 -0.08 -0.01 0.04
S 2.772 -0.635 -1.052 -0.15 0.19 0.12
H -0.750 -2.556 -3.487 0.00 -0.02 -0.03
H 0.639 -4.299 -4.680 -0.02 0.00 0.00
H 3.100 -4.358 -4.201 0.00 -0.01 0.00
H 4.061 -2.730 -2.600 0.00 0.01 0.01
C 1.375 2.231 -2.304 0.01 -0.22 0.13
C 0.050 2.618 -1.949 -0.16 -0.16 0.22
C -0.179 3.011 -0.605 -0.02 0.10 0.00
C -1.465 3.103 -0.074 -0.08 0.02 -0.01
C -2.553 2.695 -0.825 0.20 -0.02 -0.07
C -2.349 2.226 -2.136 0.00 0.02 0.00
C -1.089 2.181 -2.681 -0.06 0.10 -0.01
C -3.861 2.698 -0.247 -0.15 0.08 0.10
N -4.897 2.691 0.251 -0.01 -0.04 -0.01
H 2.200 2.767 -1.840 -0.01 0.00 -0.02
H 1.563 1.882 -3.313 0.01 0.04 0.00
H 0.663 3.364 -0.015 -0.01 -0.01 -0.01
H -1.606 3.479 0.931 -0.03 -0.01 0.00
H -3.201 1.895 -2.715 0.00 0.00 0.00
H -0.951 1.816 -3.691 0.00 0.00 0.01
C 1.046 2.075 2.943 0.02 0.00 0.01
C 1.053 0.549 2.915 -0.01 -0.01 -0.02
P 0.055 -0.125 1.540 -0.06 0.17 -0.10
C 0.219 -1.955 1.632 -0.01 0.02 -0.06
C 0.551 -2.548 2.999 -0.01 0.01 0.01
C -1.695 0.240 1.957 0.03 -0.03 0.03
C -2.252 -0.398 3.226 0.01 0.01 0.00
H 1.608 2.444 3.800 0.01 0.00 0.00
H 0.033 2.473 3.022 0.01 0.01 0.00
H 1.509 2.489 2.044 -0.01 0.01 0.01
H 0.685 0.140 3.857 -0.01 0.00 -0.01
H 2.071 0.173 2.786 -0.01 0.00 -0.01
H 0.986 -2.236 0.908 -0.01 0.01 0.01
H -0.728 -2.352 1.251 0.02 -0.01 -0.01
H 1.534 -2.227 3.344 0.00 0.00 0.00
H 0.570 -3.636 2.932 0.00 0.00 0.00
H -0.180 -2.276 3.758 0.00 0.00 0.01
H -2.286 -0.063 1.087 0.01 0.00 0.01
H -1.783 1.327 2.007 0.00 0.00 0.00
H -2.247 -1.486 3.165 0.00 -0.01 0.00
H -3.284 -0.083 3.374 0.00 0.01 0.01
H -1.687 -0.102 4.110 0.00 -0.01 0.01